Entry 1
DFT (ωB97M-V/def2-TZVPD) results for a structure of composition C39H40CaN11O2S3.

The HOMO-LUMO gap is 5.459 eV. The calculation puts the LUMO energy at 0.0701 Ha. The net charge is -1.

The geometry in XYZ format:
```
96
C39H40CaN11O2S3 | the OMol25 dataset | ωB97M-V/def2-TZVPD
Ca 0.66671 1.43798 -0.57114
S 3.30205 2.14199 0.33915
C 3.51643 1.38059 1.89352
C 4.09018 0.09087 1.96876
C 4.20378 -0.55010 3.18050
C 3.76017 0.09570 4.33349
C 3.23867 1.36564 4.17873
N 3.11255 2.00091 3.01439
H 4.43380 -0.37355 1.05393
H 4.63661 -1.54300 3.23436
H 3.82483 -0.36391 5.31086
H 2.90294 1.92069 5.05245
N 2.32210 4.30945 -3.86196
C 3.30116 3.36970 -4.13411
C 4.38902 3.36855 -4.99949
C 5.17427 2.23169 -4.99737
C 4.88880 1.14037 -4.16092
C 3.80864 1.14986 -3.30199
C 3.00348 2.28608 -3.30123
N 1.87224 2.56938 -2.55190
C 1.51199 3.77101 -2.90559
C 0.34917 4.43377 -2.33035
C -0.30900 5.53539 -2.77917
S -1.67410 5.82221 -1.79101
C -1.27222 4.44922 -0.84548
N -0.19974 3.83413 -1.22609
H 2.27026 5.24539 -4.21985
H 4.61546 4.21129 -5.63979
H 6.03500 2.18360 -5.65204
H 5.54145 0.27749 -4.18490
H 3.58691 0.33150 -2.63106
H -0.09549 6.14504 -3.64128
H -1.88443 4.08676 -0.03138
O -1.80387 1.85856 0.26895
C -2.14740 1.14405 -0.72772
O -1.30843 0.82901 -1.61413
C -3.58213 0.67955 -0.81519
C -4.40813 1.08564 0.24492
C -5.73759 0.73389 0.33843
C -6.27821 -0.06455 -0.67157
C -5.49044 -0.47312 -1.72124
C -4.11927 -0.12644 -1.85355
S -3.31209 -0.72819 -3.27586
H -3.94960 1.68950 1.01548
H -6.34079 1.06604 1.17486
H -7.32063 -0.36462 -0.63718
H -5.90992 -1.08782 -2.50779
C 0.13892 -0.68303 -3.59314
C 0.79144 -1.34640 -2.43759
N 1.42400 -0.74012 -1.45096
C 1.88939 -1.73618 -0.61411
C 1.51572 -2.94864 -1.08795
N 0.80322 -2.69021 -2.24385
C 0.06158 -3.67558 -3.00767
N -0.56537 -4.61626 -2.12198
N -0.02519 -5.84525 -1.95611
N -0.62928 -6.45196 -1.00575
C -1.59368 -5.60707 -0.49416
C -2.50567 -5.78415 0.55322
C -3.33925 -4.72829 0.83575
C -3.28573 -3.52121 0.10067
C -2.39780 -3.32870 -0.93222
C -1.55620 -4.41115 -1.20551
H 0.56131 0.31467 -3.70825
H -0.94031 -0.56448 -3.41195
H 0.31122 -1.24116 -4.51459
H 2.42836 -1.49648 0.28898
H 1.64792 -3.94820 -0.71220
H 0.71297 -4.25506 -3.66139
H -0.69427 -3.15295 -3.59195
H -2.54154 -6.71241 1.10737
H -4.06191 -4.81879 1.63694
H -3.97118 -2.71844 0.34264
H -2.40436 -2.40485 -1.50894
C -0.74079 0.82959 5.99232
C -1.48264 0.84305 4.66109
N -0.75841 0.17175 3.59551
C -0.83129 -1.28094 3.55318
C 0.46768 -1.97411 3.95662
C -0.09897 0.84312 2.60585
C -0.04504 2.34193 2.68257
N 0.44582 0.26988 1.58982
H -1.31464 1.35330 6.75943
H 0.23103 1.31432 5.88946
H -0.57136 -0.19231 6.33585
H -1.69389 1.86565 4.36054
H -2.45363 0.35153 4.76892
H -1.14236 -1.59662 2.55208
H -1.63375 -1.58368 4.22750
H 1.30841 -1.63216 3.35249
H 0.37109 -3.05463 3.83552
H 0.71204 -1.76215 4.99829
H -1.01163 2.74850 2.37611
H 0.73788 2.70077 2.01634
H 0.20972 2.69288 3.68153
H 0.30526 -0.73449 1.58322
```

---

Entry 2
DFT (ωB97M-V/def2-TZVPD) results for a structure of composition C39H40CaN11O2S3.

The HOMO-LUMO gap is 4.843 eV. The calculation puts the LUMO energy at 0.0655 Ha. The net charge is -1.

The geometry in XYZ format:
```
96
C39H40CaN11O2S3 | the OMol25 dataset | ωB97M-V/def2-TZVPD
Ca 0.84205 -0.34173 -0.90790
S -2.37355 0.63759 -2.42883
C -1.23469 0.55764 -3.72507
C -1.60772 0.99458 -5.01960
C -0.71820 0.92300 -6.06066
C 0.56174 0.41330 -5.82716
C 0.85830 0.01553 -4.53982
N 0.01015 0.07724 -3.50886
H -2.60790 1.38003 -5.15460
H -1.01309 1.25974 -7.04812
H 1.30666 0.33106 -6.60660
H 1.84438 -0.37810 -4.31831
N 5.00354 0.18720 -2.59491
C 5.08239 1.47402 -2.09752
C 6.10649 2.41390 -2.07235
C 5.83071 3.60535 -1.43089
C 4.58945 3.84815 -0.82356
C 3.57568 2.91288 -0.85318
C 3.83124 1.71656 -1.52040
N 3.01885 0.60632 -1.68156
C 3.75596 -0.28046 -2.28952
C 3.34472 -1.63957 -2.61236
C 4.13136 -2.61710 -3.14762
S 3.22146 -4.05686 -3.30962
C 1.86215 -3.25450 -2.66415
N 2.05694 -2.01786 -2.34383
H 5.74915 -0.33759 -3.01172
H 7.07442 2.21904 -2.51601
H 6.59956 4.36548 -1.37474
H 4.43781 4.78373 -0.30156
H 2.63365 3.07220 -0.34681
H 5.17274 -2.57224 -3.41770
H 0.90333 -3.73296 -2.51753
O 3.10729 -1.87622 0.46218
C 2.47879 -1.33062 1.40265
O 1.41072 -0.67786 1.20109
C 2.90941 -1.51459 2.82987
C 3.42257 -2.77184 3.15079
C 3.77387 -3.11518 4.44293
C 3.62733 -2.14988 5.44005
C 3.15784 -0.89375 5.12888
C 2.78316 -0.50933 3.81912
S 2.31060 1.14806 3.56444
H 3.53392 -3.48191 2.33846
H 4.15609 -4.10404 4.66818
H 3.89306 -2.37660 6.46801
H 3.06945 -0.13689 5.89879
C -0.89403 0.56549 2.28937
C -0.54192 1.73257 1.44213
N -0.13797 1.69918 0.19292
C -0.02317 3.00545 -0.22596
C -0.35124 3.84301 0.78790
N -0.66968 3.02525 1.85406
C -1.27032 3.43087 3.08385
N -2.60731 3.96297 2.85397
N -3.09538 4.87276 3.71419
N -4.30703 5.15114 3.40844
C -4.65613 4.40499 2.30991
C -5.85608 4.37211 1.58516
C -5.90054 3.55307 0.48630
C -4.78103 2.78385 0.09417
C -3.60027 2.79687 0.79517
C -3.56089 3.62249 1.93216
H -0.80160 -0.33631 1.69419
H -1.92257 0.65224 2.65440
H -0.17767 0.48115 3.11233
H 0.27292 3.25335 -1.23237
H -0.40192 4.91629 0.85638
H -0.70071 4.21325 3.58012
H -1.31314 2.56358 3.73892
H -6.69934 4.97972 1.88478
H -6.80079 3.49844 -0.11262
H -4.83041 2.18141 -0.80504
H -2.75708 2.21926 0.44109
C -3.35154 -5.37409 0.72146
C -3.11277 -4.04492 1.43169
N -2.69580 -2.95673 0.55932
C -3.72349 -2.12266 -0.05406
C -4.16728 -2.57605 -1.43916
C -1.39091 -2.77387 0.20158
C -0.33210 -3.54422 0.94653
N -1.00824 -1.93814 -0.69524
H -3.56431 -6.15782 1.45213
H -2.47448 -5.67980 0.14954
H -4.19397 -5.31651 0.03315
H -2.37598 -4.17226 2.22307
H -4.03221 -3.72759 1.92742
H -3.34692 -1.09782 -0.11419
H -4.56900 -2.09385 0.63601
H -3.32407 -2.58215 -2.13053
H -4.90469 -1.88007 -1.84176
H -4.60974 -3.57222 -1.41302
H -0.34467 -3.30451 2.01165
H 0.64375 -3.26021 0.56083
H -0.46510 -4.62325 0.84569
H -1.75503 -1.42069 -1.17040
```

---

Least stable = entry 2

---

Entry 1
DFT (ωB97M-V/def2-TZVPD) results for an isolated molecule of C11H16N2O2.

The HOMO-LUMO gap is 7.826 eV. The calculation puts the LUMO energy at 0.0273 Ha. The net charge is 0. Its SMILES is C/C(N)=C(/O)O[C@](C)(N)c1ccccc1.

The geometry in XYZ format:
```
31
C11H16N2O2 | the OMol25 dataset | ωB97M-V/def2-TZVPD
C -3.42632 -0.14930 1.13862
C -2.64046 -0.89780 0.04051
N -3.22916 -1.92872 -0.74865
C -1.43192 -0.41356 -0.37577
O -0.83948 -0.99413 -1.46754
O -0.76266 0.69853 0.00828
C 0.69821 1.25618 -0.40085
C 0.83490 2.52324 0.38059
N 0.79371 1.61638 -1.76305
C 1.68488 0.16299 -0.01410
C 1.65613 -0.39656 1.26467
C 2.47751 -1.47404 1.55068
C 3.44751 -1.91375 0.66644
C 3.46267 -1.30201 -0.59428
C 2.60136 -0.30642 -0.97600
H -4.43245 0.30013 0.77548
H -3.76399 -0.85368 1.92760
H -2.71148 0.58428 1.55072
H -3.38265 -1.60900 -1.71899
H -3.86259 -2.47353 -0.28149
H -1.46381 -1.42448 -2.08445
H -0.13407 2.84578 0.85812
H 1.32208 3.36641 -0.10544
H 1.48478 2.28536 1.25111
H 0.17437 2.32919 -2.04763
H 0.53556 0.83121 -2.34861
H 1.14284 0.10451 2.10603
H 2.70235 -1.94303 2.52601
H 4.13772 -2.75364 0.92792
H 4.20337 -1.52562 -1.33645
H 2.72094 0.21811 -1.83790
```

---

Entry 2
DFT (ωB97M-V/def2-TZVPD) results for a structure of composition C11H16N2O2.

The HOMO-LUMO gap is 8.539 eV. The calculation puts the LUMO energy at 0.0087 Ha. The net charge is 0.

The geometry in XYZ format:
```
31
C11H16N2O2 | the OMol25 dataset | ωB97M-V/def2-TZVPD
C 1.72132 -1.09192 -2.34052
C 2.25855 0.41273 -2.33210
C 1.57648 1.49457 -3.10393
C 0.21550 1.76782 -2.58904
C -0.02210 1.25539 -0.12442
C 0.64956 1.18554 1.22200
C -0.43933 0.69449 2.14487
C -1.45290 -0.32481 1.70564
C -0.99843 0.22554 -0.45526
C -2.12558 -1.37951 2.56506
C -2.39139 -2.48373 4.78960
H 2.92001 -1.73506 -2.14193
H 0.88351 -1.66705 -1.55408
H 1.06550 -1.07524 -3.51112
H 2.31084 0.61826 -1.27668
H 3.23295 0.17969 -2.72377
H 1.82735 1.23210 -3.99338
H 2.23814 2.24496 -2.76033
H -0.38618 0.84166 -3.00215
H -0.66514 2.55763 -3.23452
H 1.31087 2.40782 -0.84920
H 1.45026 1.80033 1.50855
H -0.15872 1.02297 3.16683
H -1.50177 0.14926 -1.21980
H -1.95798 -2.44197 5.87643
H -1.82495 -3.42959 4.30636
H -3.46700 -2.74842 4.69584
N 0.27987 2.04607 -1.30794
N -1.77293 -0.38977 0.43622
O -2.70408 -2.31122 2.10673
O -2.07222 -1.05854 3.99605
```

---

Least stable = entry 2

---

Entry 1
DFT (ωB97M-V/def2-TZVPD) results for a structure of composition C5H13N2S.

The HOMO-LUMO gap is 6.141 eV. The calculation puts the LUMO energy at 0.1254 Ha. The net charge is -1.

The geometry in XYZ format:
```
21
C5H13N2S | the OMol25 dataset | ωB97M-V/def2-TZVPD
C -0.21430 -2.50995 0.05232
C -0.37981 -3.18117 -1.31457
S 0.89907 -2.79292 -2.49797
C -0.30635 -0.95284 -0.13434
N -0.50887 0.78005 0.82172
C 0.51433 1.70813 1.35956
C 0.08486 3.03034 0.75963
N 0.13760 3.06438 -0.72346
H 0.78293 -2.73484 0.45285
H -0.87249 -3.02835 0.76623
H -0.45457 -4.27310 -1.09023
H -1.32558 -2.86162 -1.76370
H -1.19795 -0.71736 -0.68627
H 0.60861 -0.77274 -0.67859
H -0.21977 -0.31493 0.96834
H 1.59342 1.54921 1.12487
H 0.41548 1.86451 2.46009
H -0.95674 3.18380 1.08553
H 0.75579 3.83787 1.05972
H 1.09657 2.80554 -0.94620
H -0.45223 2.31599 -1.07552
```

---

Entry 2
DFT (ωB97M-V/def2-TZVPD) results for a cluster of 2 separate species, C5H13N2S in total.

The HOMO-LUMO gap is 6.585 eV. The calculation puts the LUMO energy at 0.1386 Ha. The net charge is -1.

The geometry in XYZ format:
```
21
C5H13N2S | the OMol25 dataset | ωB97M-V/def2-TZVPD
C -0.25032 -1.46900 2.57424
C 0.63398 -2.50349 1.90059
S 1.41244 -1.91698 0.35038
N -1.23190 -0.80015 1.73223
H 0.41147 -0.69925 3.00278
H -0.73844 -1.85129 3.48201
H 0.04200 -3.39660 1.64803
H 1.39488 -2.86201 2.60052
H -1.89603 -1.49310 1.41372
H -0.73006 -0.50973 0.88977
C 0.12385 3.27395 -1.35374
C 0.34223 1.77390 -1.31906
C -0.03967 0.97557 -2.32679
N 0.04854 -0.39428 -2.31290
H -0.45420 3.50173 -2.25286
H -0.47075 3.58286 -0.49186
H 1.05629 3.84233 -1.34580
H 0.71581 1.33624 -0.39972
H -0.37813 1.42524 -3.25580
H -0.39498 -0.91539 -3.04122
H 0.40299 -0.90055 -1.49453
```

---

Entry 3
DFT (ωB97M-V/def2-TZVPD) results for the ion C5H13N2S with charge -1.

The HOMO-LUMO gap is 6.349 eV. The calculation puts the LUMO energy at 0.1428 Ha. The net charge is -1. Its SMILES is CNC[C@@H](C[S-])NC.

The geometry in XYZ format:
```
21
C5H13N2S | the OMol25 dataset | ωB97M-V/def2-TZVPD
C -0.70565 -2.69241 1.38156
N -0.13171 -1.94771 0.26571
C -0.83799 -0.78774 -0.32550
C 0.04840 0.36153 -0.68796
C -0.86001 1.55832 -1.20617
S -2.28424 2.03883 -0.16351
N 0.88710 0.83019 0.45239
C 1.95458 1.73675 0.00037
H -0.66631 -3.74447 1.07491
H -1.71685 -2.40463 1.63017
H -0.10975 -2.63074 2.29763
H 0.83609 -1.73866 0.42748
H -1.27568 -1.15689 -1.26487
H -1.66902 -0.54241 0.34217
H 0.73864 0.01502 -1.45856
H -1.04219 1.39962 -2.29382
H -0.22208 2.43555 -1.22392
H 0.25769 1.32237 1.08606
H 2.84014 1.22659 -0.41628
H 2.26612 2.30408 0.88143
H 1.69271 2.41680 -0.79929
```

---

Least stable = entry 1